Arrangement 1

# C6H9NO

A 3-piece molecular cluster, C6H9NO overall (ωB97M-V/def2-TZVPD, the Open Molecules 2025 dataset).

Summary:
* E_LUMO: -0.0355 hartree
* net charge: 0
* 2S+1: 1
* gap between HOMO and LUMO: 7.5 eV

Last column: Mulliken charge in e.
CARTESIAN COORDINATES (ANGSTROEM)
C 0.7639 -0.1846 -0.1623  0.7890
C 1.0333 0.8487 0.9255  -1.2335
C 0.5477 1.2914 -0.3985  -0.2095
C -1.6333 0.3335 -0.4409  -0.1261
C -1.7589 -0.8173 0.6682  -0.7188
C -0.6768 -0.7669 -0.3384  -0.0017
H 2.7110 -1.0157 0.6375  0.3159
H 2.0123 -0.8090 -2.1270  0.2286
H 0.5468 1.1995 1.8110  0.2596
H 2.0125 1.1384 1.1822  0.3846
H 1.0604 1.9400 -0.9666  0.5127
H -2.4299 0.1212 -1.2690  0.2483
H -2.6996 -1.4059 0.4267  0.2664
H -1.5011 -0.6681 1.7829  0.2028
H -0.8706 -1.7011 -0.9480  0.3026
N 1.7861 -1.0499 -0.3848  -0.7889
O -0.9038 1.5459 -0.3985  -0.4321

Arrangement 2

# C6H9NO

A 2-piece molecular cluster, C6H9NO overall (ωB97M-V/def2-TZVPD, the Open Molecules 2025 dataset).

Summary:
* E_LUMO: 0.0101 hartree
* net charge: 0
* 2S+1: 1
* gap between HOMO and LUMO: 7.7 eV

Last column: Mulliken charge in e.
CARTESIAN COORDINATES (ANGSTROEM)
C -1.6223 -1.0747 -0.9737  -0.9683
C 0.0039 -0.8194 -1.2398  -0.3888
C 0.3301 0.2375 -0.0549  0.4802
C -0.6151 1.1868 0.5017  -0.5427
C 0.2063 1.6488 1.6486  -0.6555
C 1.3323 0.1590 0.7003  0.3998
H -2.0797 -1.9795 -0.2091  0.2702
H -2.2025 -1.7952 -1.7818  0.3143
H -2.2964 -0.0939 -0.9226  0.2137
H 0.8125 -1.5184 -1.2348  0.1921
H 0.1093 -0.3802 -2.4139  0.2152
H -1.6249 1.4911 -0.0148  0.2131
H -0.3018 2.2715 2.5940  0.2390
H 2.5156 1.3710 1.9568  0.4034
H 1.9125 -0.8247 -0.8039  0.4724
N 1.3549 0.9861 1.7288  -0.1902
O 2.1653 -0.8657 0.5190  -0.6678

In kJ/mol, relative to the most stable structure: arrangement 1 152.5; arrangement 2 0.0.

Arrangement 1

# C6H9NO

C6H9NO as an isolated structure (ωB97M-V/def2-TZVPD, the Open Molecules 2025 dataset).

Summary:
* E_LUMO (spin up / spin down): -0.0168 / -0.0168 hartree
* net charge: 0
* 2S+1: 1
* gap between HOMO and LUMO (spin up / spin down): 7.5 / 7.5 eV

Last column: Mulliken charge in e.
CARTESIAN COORDINATES (ANGSTROEM)
C -1.6331 -1.9318 -0.5235  -0.8255
N -1.1069 -0.6873 -0.0108  -0.2401
C 0.3048 -0.4285 -0.0714  0.7618
C 0.3826 0.9543 -0.5720  0.0548
C 1.0277 0.9969 1.0854  -0.2684
C -0.2346 1.7990 -1.3665  -0.7347
C 2.1898 0.5841 1.5936  -0.6207
O 1.1434 -1.2193 -0.5710  -0.6542
H -1.6694 -0.1525 0.6363  0.2457
H 0.5470 1.8509 1.5610  0.3460
H -1.9690 -2.5569 0.3087  0.2822
H -2.4786 -1.7414 -1.1888  0.2641
H -0.8594 -2.4758 -1.0675  0.2937
H -1.2041 1.5994 -1.8103  0.2817
H 0.2858 2.6878 -1.7130  0.2611
H 2.6152 1.0471 2.4769  0.2812
H 2.6587 -0.3259 1.2330  0.2715

Arrangement 2

# C6H9NO

One molecule with the formula C6H9NO (ωB97M-V/def2-TZVPD, the Open Molecules 2025 dataset).

Summary:
* E_LUMO: 0.0330 hartree
* net charge: 0
* 2S+1: 1
* SMILES string: N[C@@]12C=CO[C@H]1CC2
* gap between HOMO and LUMO: 10.3 eV

Last column: Mulliken charge in e.
CARTESIAN COORDINATES (ANGSTROEM)
N -0.1528 1.1057 1.2987  -0.6628
C -0.1245 0.4429 -0.0144  0.4680
C 1.1782 0.6120 -0.7508  -0.6054
C 1.9856 -0.2846 -0.2576  -0.1506
O 1.4471 -1.3322 0.5814  -0.4128
C 0.0997 -1.0670 0.0796  -0.0505
C -1.4385 -1.3334 0.2635  -0.9250
C -1.5642 0.1956 -0.5388  -0.5393
H 0.8906 0.6629 1.7037  0.4181
H 0.0761 2.2511 0.9866  0.3585
H 1.4574 1.7490 -1.0994  0.2709
H 3.1756 -0.1500 -0.1042  0.2719
H 0.1676 -1.2446 -1.0958  0.2933
H -2.0019 -2.1567 -0.0205  0.4354
H -1.6058 -0.9051 1.2121  0.3277
H -1.4094 0.1491 -1.7094  0.2297
H -2.1808 1.3053 -0.5345  0.2728

In kJ/mol, relative to the most stable structure: arrangement 1 0.0; arrangement 2 110.1.

Arrangement 1

# C6H9NO

C6H9NO as an isolated structure (ωB97M-V/def2-TZVPD, the Open Molecules 2025 dataset).

Summary:
* E_LUMO: -0.0050 hartree
* net charge: 0
* 2S+1: 1
* gap between HOMO and LUMO: 9.1 eV

Last column: Mulliken charge in e.
CARTESIAN COORDINATES (ANGSTROEM)
C 0.8899 0.7104 -0.3306  -0.0342
C -0.5719 0.8973 -0.3954  -0.1605
C -0.8343 -0.6125 -1.0163  -0.5299
C 0.4869 -0.7991 0.0003  -0.5363
C -0.0760 -0.7235 1.2031  -0.2849
C -1.0497 0.3787 0.9841  -0.1139
H 2.2502 -0.2590 -1.7826  0.3512
H 1.3087 1.0026 0.5878  0.3812
H -0.9083 1.8166 -1.0585  0.3610
H -0.3017 -0.5236 -2.0594  0.2494
H -1.6193 -1.2623 -0.8260  0.4414
H 1.3684 -1.5929 -0.1941  0.2979
H -0.4955 -1.8511 1.2308  0.2546
H 0.5241 0.9520 2.0587  0.2897
H -2.2992 0.4202 0.9852  0.2644
N -0.3076 0.4656 2.0961  -0.5809
O 1.6354 0.9806 -1.4833  -0.6504

Arrangement 2

# C6H9NO

A 2-piece molecular cluster, C6H9NO overall (ωB97M-V/def2-TZVPD, the Open Molecules 2025 dataset).

Summary:
* E_LUMO: -0.0454 hartree
* net charge: 0
* 2S+1: 1
* SMILES string: C/C=C\C.C#CN=O
* gap between HOMO and LUMO: 7.5 eV

Last column: Mulliken charge in e.
CARTESIAN COORDINATES (ANGSTROEM)
C -0.0878 0.8062 1.5882  -1.2344
C 0.1061 0.8483 0.0968  -0.3851
C -0.8175 0.4205 -0.7913  0.0985
C -2.0377 -0.3736 -0.4771  -1.2317
H 0.8038 1.1481 2.1053  0.3593
H -0.8942 1.4895 1.8792  0.3051
H -0.3843 -0.1990 1.9128  0.3098
H 0.7788 1.6295 -0.2406  0.4706
H -0.7638 0.7912 -1.8050  0.4032
H -2.2450 -1.0858 -1.2753  0.3320
H -2.9077 0.2949 -0.4172  0.3103
H -1.9474 -0.9220 0.4633  0.3135
C 2.7755 -0.6294 0.2463  -0.4648
C 2.2930 -1.1588 -0.7488  0.4946
N 1.5966 -1.1842 -1.8634  -0.2535
O 0.3634 -1.3603 -1.7943  -0.1922
H 3.3682 -0.5148 1.1211  0.3648

Arrangement 3

# C6H9NO

One molecule with the formula C6H9NO (ωB97M-V/def2-TZVPD, the Open Molecules 2025 dataset).

Summary:
* E_LUMO (spin up / spin down): 0.0075 / 0.0300 hartree
* net charge: 0
* 2S+1: 1
* gap between HOMO and LUMO (spin up / spin down): 7.4 / 8.0 eV

Last column: Mulliken charge in e.
CARTESIAN COORDINATES (ANGSTROEM)
C 1.4066 -1.0472 0.2587  -0.6924
C 2.1939 0.9659 -0.4280  -0.5236
C -1.6493 0.7615 -0.6972  -1.2624
C -0.0108 -0.8976 0.3214  1.2904
C -0.6388 0.4556 0.3779  0.4835
C -0.8112 -1.9813 0.4062  -1.2132
O 2.3480 -0.1269 0.2681  -0.2960
N -0.2305 1.2557 1.2668  -0.6298
H 1.8162 -2.0431 0.3809  0.3439
H -0.7554 2.1297 1.3008  0.2422
H 2.9252 1.7441 -0.2836  0.2842
H 1.4047 1.1839 -1.1292  0.3615
H -1.2073 0.6039 -1.6817  0.2855
H -2.0047 1.7887 -0.6231  0.4084
H -2.4998 0.0857 -0.6128  0.3494
H -1.8805 -1.8973 0.4969  0.2716
H -0.4062 -2.9815 0.3779  0.2969

Arrangement 4

# C6H9NO

One molecule with the formula C6H9NO (ωB97M-V/def2-TZVPD, the Open Molecules 2025 dataset).

Summary:
* E_LUMO: 0.0335 hartree
* net charge: 0
* 2S+1: 1
* SMILES string: O=C1CCN[C@H]2C[C@H]12
* gap between HOMO and LUMO: 10.1 eV

Last column: Mulliken charge in e.
CARTESIAN COORDINATES (ANGSTROEM)
O 1.9147 -1.1922 0.9843  -0.5462
C 0.9374 -0.5693 0.8873  0.2779
C -0.4999 -1.2576 0.7813  -0.6590
C -1.2589 -0.9791 -0.5210  -0.6014
N -1.0049 0.3750 -1.1869  -0.4367
C 0.3621 0.6721 -0.8070  0.0189
C 1.2240 1.8035 -0.3717  -0.7761
C 0.6878 0.8024 0.6618  -0.0646
H -1.0265 -0.9094 1.6209  0.3800
H -0.4580 -2.3828 0.9436  0.3308
H -0.9641 -1.8644 -1.1144  0.2825
H -2.2870 -1.2460 -0.3031  0.3572
H -1.5846 1.0324 -0.6538  0.3569
H 0.9643 -0.0558 -1.3954  0.2264
H 2.3041 1.8239 -0.5502  0.2544
H 0.9131 2.8274 -0.1783  0.2811
H -0.2238 1.1200 1.2027  0.3178

In kJ/mol, relative to the most stable structure: arrangement 1 567.4; arrangement 2 322.3; arrangement 3 127.5; arrangement 4 0.0.

Arrangement 1

# C3H7ClFN

One molecule with the formula C3H7ClFN (ωB97M-V/def2-TZVPD, the Open Molecules 2025 dataset).

Summary:
* E_LUMO: 0.0353 hartree
* net charge: 0
* 2S+1: 1
* SMILES string: CNC[C@@H](F)Cl
* gap between HOMO and LUMO: 10.2 eV

Last column: Mulliken charge in e.
CARTESIAN COORDINATES (ANGSTROEM)
C -0.0307 -2.3060 -0.7625  -0.7337
N 0.7678 -1.1762 -1.2756  -0.3125
C 0.1460 0.0649 -1.1565  -0.8398
C 0.3355 0.9038 0.0791  0.2350
F -0.2487 2.0995 -0.1693  -0.2296
Cl -0.4543 0.2689 1.6109  -0.1978
H 0.4453 -2.8312 0.0888  0.2736
H -0.1550 -3.0400 -1.5357  0.2934
H -1.0752 -2.0066 -0.5553  0.2793
H 1.6511 -1.0614 -0.7188  0.2505
H -0.9375 -0.0562 -1.4334  0.4094
H 0.5196 0.6517 -2.0211  0.2886
H 1.4337 1.1342 0.2821  0.2837

Arrangement 2

# C3H7ClFN

One molecule with the formula C3H7ClFN (ωB97M-V/def2-TZVPD, the Open Molecules 2025 dataset).

Summary:
* E_LUMO: 0.0288 hartree
* net charge: 0
* 2S+1: 1
* SMILES string: C[C@](F)(Cl)CN
* gap between HOMO and LUMO: 10.7 eV

Last column: Mulliken charge in e.
CARTESIAN COORDINATES (ANGSTROEM)
C -1.5533 -0.4786 -0.4352  -0.9433
C -0.6128 0.2322 0.4001  0.9067
F -0.9183 0.1482 1.6445  -0.2506
Cl -0.4769 2.0041 0.0773  -0.2375
C 0.8869 -0.2848 -0.0502  -1.0022
N 2.1423 0.3606 0.3519  -0.5983
H -2.7186 0.1448 -0.6333  0.2633
H -1.0843 -0.9579 -1.5823  0.2565
H -1.5935 -1.4466 0.1228  0.3005
H 1.0155 -1.4141 0.2055  0.3146
H 0.9802 -0.1559 -1.2595  0.3887
H 1.8056 0.4049 1.3006  0.3021
H 2.1271 1.4431 -0.1421  0.2996

In kJ/mol, relative to the most stable structure: arrangement 1 0.0; arrangement 2 220.7.

Arrangement 1

# C3H7ClFN

One molecule with the formula C3H7ClFN (ωB97M-V/def2-TZVPD, the Open Molecules 2025 dataset).

Summary:
* E_LUMO: 0.0302 hartree
* net charge: 0
* 2S+1: 1
* SMILES string: NC[C@@H](F)CCl
* gap between HOMO and LUMO: 10.5 eV

Last column: Mulliken charge in e.
CARTESIAN COORDINATES (ANGSTROEM)
N 1.0717 0.6737 -1.1719  -0.5524
C 1.1260 -0.0498 0.0051  -0.5788
C -0.2788 -0.5833 0.4025  -0.0038
F -0.1861 -1.3536 1.6197  -0.3502
C -1.5307 0.3981 0.4716  -0.4114
Cl -2.9274 -0.5984 0.7428  -0.1809
H 1.1882 0.0049 -1.9569  0.2351
H 1.7762 1.4192 -1.2745  0.2146
H 1.4575 0.5367 0.9020  0.3761
H 1.8159 -0.8620 -0.0862  0.3159
H -0.5636 -1.3371 -0.3442  0.2956
H -1.5020 1.0856 1.2780  0.3514
H -1.4470 0.6659 -0.5881  0.2887

Arrangement 2

# C3H7ClFN

One molecule with the formula C3H7ClFN (ωB97M-V/def2-TZVPD, the Open Molecules 2025 dataset).

Summary:
* E_LUMO: 0.0340 hartree
* net charge: 0
* 2S+1: 1
* SMILES string: N[C@@H](CF)CCl
* gap between HOMO and LUMO: 10.5 eV

Last column: Mulliken charge in e.
CARTESIAN COORDINATES (ANGSTROEM)
N -1.4897 -0.1257 -0.4540  -0.5629
C -0.0959 -0.1274 -0.3771  0.1517
C 0.4514 1.2910 -0.3452  -0.4833
F -0.1980 1.9906 -1.2586  -0.2564
C 0.6182 -0.9993 0.7720  -0.5552
Cl -0.1505 -2.6456 0.6015  -0.2074
H -1.9526 -0.9524 -0.0820  0.2554
H -1.8648 0.5904 0.1074  0.2265
H 0.3686 -0.5731 -1.3151  0.2051
H 0.4185 1.8245 0.6648  0.2747
H 1.5941 1.3475 -0.5023  0.3030
H 0.5876 -0.4876 1.7551  0.3378
H 1.7130 -1.1329 0.4336  0.3111

In kJ/mol, relative to the most stable structure: arrangement 1 0.0; arrangement 2 10.7.

Arrangement 1

# C5H9N3

One molecule with the formula C5H9N3 (ωB97M-V/def2-TZVPD, the Open Molecules 2025 dataset).

Summary:
* E_LUMO: 0.0339 hartree
* net charge: 0
* 2S+1: 1
* SMILES string: C[C@]12C=NN[C@@H]1CN2
* gap between HOMO and LUMO: 10.2 eV

Last column: Mulliken charge in e.
CARTESIAN COORDINATES (ANGSTROEM)
C -0.0557 1.5903 0.8079  -1.1779
C 0.1029 0.5132 -0.3290  0.9190
C -1.1813 0.3366 -0.9874  -0.5178
N -1.9293 -0.3382 -0.2403  -0.3659
N -1.1051 -1.0245 0.7349  -0.2626
C 0.2443 -0.9318 0.1635  -0.1967
C 1.8827 -0.7610 0.2841  -0.3617
N 1.6961 0.4064 -0.6326  -0.6393
H -0.8025 1.4542 1.7751  0.2668
H -0.5332 2.6612 0.5932  0.2974
H 0.9139 1.7523 1.3324  0.3211
H -1.7298 1.0652 -1.6390  0.3760
H -1.4313 -1.8910 0.8356  0.2501
H 0.3008 -1.1754 -0.9307  0.2356
H 2.6188 -1.3274 -0.3856  0.3053
H 2.2709 -0.4514 1.2813  0.2265
H 1.8040 0.1215 -1.5302  0.3239

Arrangement 2

# C5H9N3

A 2-piece molecular cluster, C5H9N3 overall (ωB97M-V/def2-TZVPD, the Open Molecules 2025 dataset).

Summary:
* E_LUMO: 0.0385 hartree
* net charge: 0
* 2S+1: 1
* SMILES string: Cc1cn[nH]n1.C=C
* gap between HOMO and LUMO: 10.5 eV

Last column: Mulliken charge in e.
CARTESIAN COORDINATES (ANGSTROEM)
C 0.7388 1.1734 -2.0626  -0.9706
C 1.0131 0.2472 -0.8761  0.3389
C 2.1662 -0.5619 -0.6544  -0.1728
N 1.9045 -1.2529 0.4063  -0.8680
N 0.6893 -0.9404 0.7555  0.4684
N 0.1350 -0.0337 0.0552  -0.1991
H 1.0316 0.7779 -3.0519  0.2826
H -0.2629 1.4854 -1.8902  0.2692
H 1.4930 2.0609 -1.9777  0.2327
H 3.2234 -0.5413 -1.0962  0.3320
H 0.4305 -1.0327 1.6799  0.2624
C -1.9828 -0.1819 2.0837  -0.7470
C -2.2125 -0.1875 0.7932  -0.2116
H -1.6251 0.6556 2.5827  0.3567
H -2.0340 -1.1972 2.7275  0.2141
H -2.1195 0.7090 0.2008  0.2169
H -2.5886 -1.1799 0.3242  0.1952

In kJ/mol, relative to the most stable structure: arrangement 1 317.6; arrangement 2 0.0.